C23H26FN3O2 in the gas phase at a distorted geometry. Source: the OMol25 dataset; level of theory: the ωB97M-V functional and the def2-TZVPD basis.

```
55
Properties=species:S:1:pos:R:3:forces:R:3
C -7.323 -2.859 -0.155 -0.056 -0.190 0.012
O -6.883 -1.526 -0.243 0.068 0.270 -0.021
C -5.554 -1.268 -0.115 0.197 0.103 0.010
C -4.570 -2.226 0.100 -0.412 -0.042 -0.031
C -3.242 -1.851 0.216 0.296 0.370 -0.006
C -2.876 -0.515 0.121 -0.948 -0.257 -0.098
N -1.546 -0.100 0.235 0.988 -0.097 0.197
C -0.453 -0.830 0.567 0.206 0.257 0.005
C 0.634 0.012 0.544 -0.237 -0.090 0.093
C 2.039 -0.347 0.900 -0.011 -0.046 -0.093
N 2.893 -0.432 -0.280 -0.036 -0.011 0.039
C 4.306 -0.533 0.025 0.114 -0.055 0.133
C 4.736 -1.920 0.523 -0.011 -0.117 -0.293
C 4.355 -2.965 -0.531 -0.146 0.158 0.080
O 4.824 -4.274 -0.252 0.081 0.018 -0.124
C 4.349 -4.897 0.915 -0.011 0.006 0.019
C 2.847 -2.878 -0.793 0.321 0.074 -0.075
C 2.497 -1.450 -1.233 -0.121 -0.150 -0.085
C 0.091 1.274 0.177 -0.333 -0.825 0.085
C 0.758 2.556 0.012 0.182 0.533 -0.068
C 2.094 2.639 -0.376 -0.067 -0.064 0.060
C 2.704 3.872 -0.518 -0.042 0.108 0.037
C 2.000 5.041 -0.284 -0.136 0.090 0.025
C 0.670 4.942 0.085 0.049 -0.061 -0.025
F -0.030 6.078 0.309 0.070 -0.128 -0.023
C 0.036 3.728 0.236 0.082 0.130 -0.005
N -1.219 1.170 0.008 -0.060 0.632 -0.229
C -3.863 0.447 -0.099 0.133 -0.092 0.038
C -5.181 0.076 -0.215 -0.137 -0.313 0.015
H -8.404 -2.821 -0.282 0.076 -0.058 0.015
H -6.889 -3.480 -0.945 -0.002 0.018 0.037
H -7.091 -3.296 0.822 0.007 0.010 -0.038
H -4.820 -3.272 0.178 -0.050 -0.077 0.002
H -2.502 -2.618 0.374 0.085 -0.065 0.008
H -0.506 -1.871 0.812 -0.038 -0.211 0.058
H 2.017 -1.284 1.480 0.050 0.115 0.052
H 2.454 0.437 1.541 0.017 -0.102 0.033
H 4.558 0.228 0.769 0.034 0.030 -0.072
H 4.853 -0.301 -0.896 0.073 0.034 0.051
H 4.235 -2.136 1.468 0.021 -0.033 0.067
H 5.813 -1.938 0.693 0.037 -0.020 0.052
H 4.881 -2.722 -1.464 -0.106 0.091 0.083
H 4.636 -4.352 1.821 -0.029 -0.030 0.003
H 3.261 -5.026 0.902 0.016 -0.007 0.035
H 4.819 -5.879 0.933 -0.064 0.001 0.093
H 2.293 -3.125 0.115 -0.043 -0.074 0.044
H 2.563 -3.588 -1.571 -0.036 -0.053 0.001
H 1.422 -1.360 -1.405 0.097 0.000 -0.111
H 3.011 -1.230 -2.175 -0.065 -0.036 -0.045
H 2.640 1.732 -0.586 0.032 -0.087 -0.025
H 3.739 3.927 -0.819 0.083 0.010 -0.032
H 2.459 6.012 -0.388 0.017 0.107 -0.002
H -1.001 3.679 0.523 -0.115 0.046 0.054
H -3.565 1.480 -0.178 -0.037 0.071 -0.010
H -5.952 0.810 -0.385 -0.082 0.109 -0.022
```
Forces are in eV/Å.

Results
Total charge   0
Gap between HOMO and LUMO   0.3119 hartree
E_LUMO   0.6 eV
Energy relative to the best compared isomer or geometry (same formula, charge and spin)   2.169 eV
DFT total energy   -1306.617151 Ha

These are the Löwdin partial charges, in e, on atoms 1 to 4: atom 1 (C): -0.09, atom 2 (O): -0.08, atom 3 (C): -0.28, atom 4 (C): -0.02

***

A molecular structure, C3H4FeLiO3 at a distorted geometry. Source: the OMol25 dataset; level of theory: the ωB97M-V functional and the def2-TZVPD basis.

```
12
Properties=species:S:1:pos:R:3:forces:R:3
O -1.173 -0.719 -1.119 -1.070 1.114 -0.052
C -1.900 0.284 -1.033 -0.266 -0.489 0.120
C -2.167 0.946 0.199 0.180 0.306 0.456
H 3.594 -0.158 0.221 -0.246 -0.576 0.220
H -2.420 0.646 -1.937 -0.069 -0.008 -0.705
H -1.678 0.616 1.117 -0.367 -0.090 -0.299
H -2.795 1.837 0.214 -0.113 -0.141 -0.176
Li 0.440 -1.456 -0.495 1.409 -1.328 -0.258
O 2.432 -1.569 -0.705 -0.473 1.425 1.764
C 2.646 -0.738 0.173 3.046 -1.366 -3.993
O 1.700 -0.383 0.978 -3.030 1.272 2.451
Fe 1.320 0.696 2.388 0.998 -0.119 0.471
```
Forces are in eV/Å.

Results
Total charge   +3
Spin multiplicity   7
Gap between HOMO and LUMO (alpha / beta)   0.2987 / 0.1747 hartree
E_LUMO (alpha / beta)   -15.0 / -18.4 eV
Energy relative to the best compared isomer or geometry (same formula, charge and spin)   0.035 eV
DFT total energy   -1612.269885 Ha
Expectation value of S²   12.019

These are the Löwdin partial charges, in e, on atoms 1 to 4: atom 1 (O): 0.28, atom 2 (C): -0.03, atom 3 (C): 0.33, atom 4 (H): 0.19

***

A molecular structure, C9H28BO3Rb at a distorted geometry. Source: the OMol25 dataset; level of theory: the ωB97M-V functional and the def2-TZVPD basis.

```
42
Properties=species:S:1:pos:R:3:forces:R:3
Rb -0.475 0.821 1.057 -0.054 0.517 0.131
B -0.719 5.423 2.736 0.082 -0.011 -0.043
H -0.684 5.925 3.690 0.091 1.860 3.816
H -1.011 6.128 1.973 -1.181 2.921 -3.158
H 0.267 5.063 2.488 4.144 -1.764 -1.029
H -1.468 4.646 2.740 -3.098 -3.573 0.110
C -0.874 4.399 -4.522 -0.451 -0.321 0.454
C -0.678 5.266 -3.263 0.123 0.863 -1.702
C -1.083 6.744 -3.570 0.410 -1.091 0.582
O -1.382 4.686 -2.186 -0.322 -0.275 -0.292
H -1.932 4.318 -4.774 -0.230 0.158 0.231
H -0.552 3.370 -4.361 0.247 0.005 0.045
H -0.414 4.780 -5.433 0.376 0.208 0.314
H 0.382 5.320 -3.012 0.270 -0.218 0.004
H -0.442 7.189 -4.330 0.176 -0.189 0.009
H -0.876 7.251 -2.627 -0.536 0.561 -0.117
H -2.108 6.822 -3.934 -0.102 0.059 0.421
H -1.342 5.263 -1.420 0.063 0.179 0.200
C 3.787 -3.886 -0.569 0.272 0.475 0.867
C 4.388 -2.466 -0.328 -1.094 -0.627 -0.914
C 5.758 -2.232 -0.910 0.734 -0.508 0.773
O 3.501 -1.521 -0.916 -1.160 0.201 -0.670
H 4.551 -4.632 -0.351 0.075 -0.028 -0.141
H 3.340 -4.100 -1.540 0.356 0.474 -0.185
H 3.002 -4.060 0.167 -0.125 0.055 0.001
H 4.291 -2.233 0.732 0.879 -0.492 0.337
H 6.494 -2.929 -0.509 0.030 0.018 0.448
H 6.045 -1.231 -0.589 0.362 0.090 -0.429
H 5.870 -2.395 -1.982 -0.639 0.420 -0.092
H 3.803 -0.624 -0.751 0.281 -0.028 0.039
C -4.575 -5.345 3.031 0.342 -0.014 0.492
C -3.171 -4.807 3.323 -0.009 0.163 0.139
C -2.075 -5.686 2.677 -0.133 0.807 0.050
O -2.982 -3.434 2.911 0.418 -0.368 -0.741
H -5.407 -4.721 3.358 0.237 0.509 -0.152
H -4.692 -6.220 3.671 0.022 -0.448 -0.409
H -4.686 -5.581 1.972 -0.098 -0.122 0.086
H -2.982 -4.800 4.396 -0.217 -0.291 0.219
H -1.970 -5.456 1.617 -0.148 0.066 -0.074
H -2.265 -6.756 2.759 -0.217 0.111 0.204
H -1.116 -5.469 3.149 0.025 -0.040 -0.015
H -3.518 -2.831 3.432 -0.199 -0.315 0.190
```
Forces are in eV/Å.

Results
Total charge   0
Gap between HOMO and LUMO   0.2091 hartree
E_LUMO   -1.5 eV
Energy relative to the best compared isomer or geometry (same formula, charge and spin)   3.886 eV
DFT total energy   -634.166879 Ha

These are the Löwdin partial charges, in e, on atoms 1 to 4: atom 1 (Rb): 0.87, atom 2 (B): -0.45, atom 3 (H): -0.11, atom 4 (H): -0.12

***

2 unconnected molecules or ions with the total composition C3H10NO2 at a distorted geometry. Source: the OMol25 dataset; level of theory: the ωB97M-V functional and the def2-TZVPD basis.

```
16
Properties=species:S:1:pos:R:3:forces:R:3
C -0.071 0.392 1.222 1.327 0.191 -0.340
O -1.338 0.163 0.849 0.044 -0.129 0.274
C 0.988 -0.452 0.388 -0.570 0.350 0.555
C 1.267 0.248 -0.937 0.682 -0.664 0.039
N 0.473 -1.805 0.222 0.401 -0.307 0.304
H 0.346 1.430 1.087 -0.553 0.007 0.038
H 0.124 0.191 2.297 -0.110 -0.237 0.054
H 1.910 -0.504 0.993 0.016 0.198 -0.212
H 0.361 0.309 -1.533 -0.226 0.189 -0.010
H 2.009 -0.334 -1.505 -0.128 0.080 -0.056
H 1.705 1.236 -0.778 -0.192 0.038 -0.004
H 0.427 -2.088 -0.746 -0.160 0.097 -0.054
H -0.464 -1.802 0.614 -0.221 0.058 -0.365
H -2.137 0.857 -0.005 -0.978 0.078 -0.308
H -2.632 0.958 -1.518 -0.163 0.052 -0.023
O -2.968 1.202 -0.649 0.829 -0.002 0.108
```
Forces are in eV/Å.

Results
Total charge   -1
Gap between HOMO and LUMO   0.2908 hartree
E_LUMO   4.2 eV
Energy relative to the best compared isomer or geometry (same formula, charge and spin)   0.217 eV
DFT total energy   -325.546715 Ha

These are the Löwdin partial charges, in e, on atoms 1 to 4: atom 1 (C): -0.42, atom 2 (O): -0.27, atom 3 (C): -0.46, atom 4 (C): -0.10

***

2 unconnected molecules or ions with the total composition C2H10NS at a distorted geometry. Source: the OMol25 dataset; level of theory: the ωB97M-V functional and the def2-TZVPD basis.

```
14
Properties=species:S:1:pos:R:3:forces:R:3
N 0.354 -1.191 -2.033 0.434 0.943 -0.702
H 0.007 -0.489 -2.701 -0.712 -0.369 0.414
H -0.141 -2.072 -2.104 -0.208 -0.147 -0.347
H 1.302 -1.303 -2.421 0.011 -0.357 0.973
H 0.199 -0.822 -0.952 0.469 -0.119 -0.565
C -1.568 0.556 0.986 -0.847 0.783 0.263
S -0.120 -0.459 0.854 0.048 -0.528 0.083
C 1.193 0.672 1.218 0.639 0.983 0.699
H -1.513 1.213 1.855 0.211 -0.266 0.169
H -2.419 -0.105 1.147 0.016 -0.005 -0.112
H -1.776 1.229 0.151 0.233 -0.328 -0.218
H 2.153 0.212 0.990 -0.067 -0.018 -0.280
H 1.081 1.640 0.728 0.059 -0.241 -0.393
H 1.246 0.920 2.282 -0.284 -0.331 0.016
```
Forces are in eV/Å.

Results
Total charge   +1
Gap between HOMO and LUMO   0.3623 hartree
E_LUMO   -3.6 eV
Energy relative to the best compared isomer or geometry (same formula, charge and spin)   0.208 eV
DFT total energy   -534.881133 Ha

These are the Löwdin partial charges, in e, on atoms 1 to 4: atom 1 (N): 0.19, atom 2 (H): 0.14, atom 3 (H): 0.13, atom 4 (H): 0.14

***

C4H5NO in the gas phase at a distorted geometry. Source: the OMol25 dataset; level of theory: the ωB97M-V functional and the def2-TZVPD basis.

```
11
Properties=species:S:1:pos:R:3:forces:R:3
N 2.345 -1.440 -1.072 -0.338 0.511 0.196
C 1.595 -0.710 -0.577 -0.448 -0.176 0.183
C 0.632 0.167 0.045 -1.453 -1.680 0.952
O 0.609 0.042 1.469 1.726 0.641 0.770
C -0.565 0.656 -0.727 -0.373 0.402 -0.392
C -1.110 -0.286 0.206 -0.697 -0.618 -1.001
H 0.668 0.888 1.890 0.583 0.982 0.398
H -0.852 1.699 -0.652 -0.053 0.021 -0.047
H -0.537 0.269 -1.743 0.396 0.330 -0.034
H -1.685 0.067 1.081 1.080 -0.246 -0.332
H -1.099 -1.351 0.080 -0.422 -0.168 -0.694
```
Forces are in eV/Å.

Results
Total charge   0
Gap between HOMO and LUMO   0.3152 hartree
E_LUMO   0.3 eV
Energy relative to the best compared isomer or geometry (same formula, charge and spin)   4.217 eV
DFT total energy   -285.259619 Ha

These are the Löwdin partial charges, in e, on atoms 1 to 4: atom 1 (N): 0.14, atom 2 (C): -0.18, atom 3 (C): -0.33, atom 4 (O): -0.05